Record 1
85
Properties=species:S:1:pos:R:3:lowdin_charge:R:1 method="wB97M-V/def2-TZVPD" e_homo_ha=-0.4493 relative_energy_kj_mol=516.5 total_charge=+1 gap_ev=7.375 total_energy_ha=-23682.9347
Cl -3.6495 1.1095 -6.1809 0.528
H -1.7509 -0.6695 -3.3091 0.130
Cl -2.9767 6.3537 -3.6887 0.512
C -2.1449 0.1281 -1.1715 0.018
I 2.7644 2.6588 -2.7535 0.897
Cl 4.6927 -7.0966 -1.1367 0.536
Cl -6.0433 0.9815 -4.5479 0.569
Cl 10.7327 -3.8645 3.3268 0.447
C 2.3471 1.2106 -1.1362 -0.725
Cl 7.7078 -12.2171 5.8066 0.525
Cl -3.6268 5.1256 -1.1437 0.463
Cl -10.0351 7.9252 -6.1472 0.492
O -4.3367 -0.8811 0.0514 0.075
Cl -4.0562 3.0402 -4.0479 0.518
Cl 3.3615 -3.4243 3.2914 0.369
H 5.6055 0.0389 -0.6223 0.054
C 1.8004 -3.9924 3.9260 -1.992
Cl 6.1431 -3.1578 5.9078 0.525
H 4.7822 1.6829 -0.6650 0.073
Cl 6.2087 -4.6253 -1.2444 0.514
B -3.7447 -0.1369 -1.0431 -0.569
C 0.2694 0.1916 -2.3481 0.029
Cl -12.1097 8.0316 -4.1205 0.502
Cl -6.7255 1.7602 1.8168 0.574
Cl 12.3120 -6.1844 4.0647 0.520
Cl 13.6074 -3.6228 3.6435 0.529
Cl 6.5835 -4.8592 3.0244 0.453
Cl -9.0510 3.5528 -6.7167 0.509
C -9.2969 3.9358 -4.9978 -2.008
C -3.0126 6.5972 -1.9297 -2.011
C -4.8617 2.0697 -5.3039 -1.976
C -7.2367 7.0606 4.5365 -2.016
C 0.0974 1.0870 -0.0365 0.045
C -11.7104 8.4123 -5.8099 -2.030
H 3.2684 -0.6548 -2.1813 0.084
C 6.9141 -1.9987 4.8039 -1.985
Cl 5.8021 -11.7118 3.6779 0.515
Cl -12.8116 7.5322 -6.8913 0.516
Cl -5.9154 4.5297 1.5207 0.499
H -4.5907 -0.2029 0.7323 0.070
C -1.2543 -0.1793 -2.4052 0.084
Cl -1.3704 6.9413 -1.3450 0.523
Cl 6.0371 -7.6916 2.7084 0.506
C 3.3923 -0.0003 -1.2555 -0.751
Cl -6.9198 3.0600 -0.7699 0.556
C 12.2924 -4.6891 3.1058 -2.005
C -1.4131 0.7818 0.0707 0.053
C 7.0102 -10.9711 4.7501 -2.024
Cl 3.4574 -4.6814 -2.1680 0.499
Cl 2.0736 -4.9404 5.4020 0.546
C -5.9714 2.9428 0.7270 -1.948
Cl -6.1559 6.7150 5.9034 0.522
Cl 12.5142 -5.0840 1.3878 0.520
Cl -4.0784 7.9633 -1.5409 0.539
Cl 8.2492 -6.4725 1.2791 0.520
Cl -5.6940 3.1529 -6.4370 0.523
Cl -10.8716 4.7285 -4.7884 0.512
Cl 4.0443 -4.9173 0.6646 0.409
H -4.3713 1.3628 -2.2329 -0.008
H 5.2854 0.8586 -2.3041 0.074
Cl -8.0073 5.0258 -4.4413 0.493
H 2.5595 1.7294 -0.1290 0.107
O -4.6317 0.4311 -2.0470 -0.019
C 4.6011 -5.3309 -0.9709 -2.004
Cl 5.9535 -1.8716 3.3093 0.425
N 0.9129 0.8053 -1.2183 -0.138
H 0.9359 -0.0331 -3.2604 0.136
Cl 8.3988 -6.8192 4.1562 0.506
Cl -11.8851 10.1593 -6.0801 0.523
Cl 6.2323 -9.7200 5.7441 0.499
Cl -4.3141 2.4148 0.3372 0.581
Cl 7.0026 -0.4064 5.5859 0.543
H -2.0519 0.9986 0.9891 0.098
I 3.3601 -1.3450 0.4954 0.847
Cl -9.2576 2.4366 -4.0440 0.503
C 7.3172 -6.4611 2.7919 -1.970
Cl -6.2967 7.0739 3.0272 0.473
H 0.5897 1.5780 0.8836 0.149
Cl 8.5536 -2.5570 4.4082 0.465
Cl -8.0009 8.6461 4.7710 0.532
C 4.8821 0.6810 -1.2384 -0.233
Cl 8.2978 -10.2352 3.7717 0.492
Cl 0.9995 -5.0085 2.7081 0.525
Cl -8.4908 5.8058 4.4404 0.519
Cl 0.7704 -2.5935 4.3011 0.519

=====

Record 2
49
Properties=species:S:1:pos:R:3:lowdin_charge:R:1 method="wB97M-V/def2-TZVPD" e_homo_ha="-0.1921 / -0.2241" relative_energy_kj_mol=2.6 total_charge=-1 gap_ev="7.590 / 8.461" total_energy_ha=-5247.7943 multiplicity=2
F -2.7176 0.0818 -1.3886 0.073
C -2.5478 3.5580 -0.4862 -0.105
C 4.2808 0.1104 -2.9401 -0.739
H -1.5075 1.0639 3.4530 0.119
C 3.8915 0.6003 -4.1707 -0.712
H -3.5754 -3.1690 3.4733 0.108
Cl 5.8430 -0.5051 -2.7917 0.689
Cl 2.0192 1.3600 -5.9172 0.642
C -0.8214 0.5178 2.8020 -0.138
Cl 4.9692 0.6092 -5.5335 0.642
Cl -0.0194 0.8496 -3.6605 0.762
F -0.7252 4.8851 0.0585 0.127
C -0.3561 2.6074 -0.5204 -0.271
C -3.0564 2.3206 -0.8849 -0.175
C -2.1935 1.2674 -1.0399 -0.287
C 1.6448 0.6626 -3.2937 -0.684
H 1.4383 -1.3725 2.4406 0.115
H 0.8433 1.2820 3.8211 0.121
C 0.5223 0.2828 3.5021 -0.159
H -3.5800 -3.6945 1.0325 0.108
F -3.3834 4.6266 -0.2919 0.070
H 0.3380 -0.3672 4.3450 0.110
H -2.4157 -1.1500 4.2934 0.121
C 3.3277 -0.0415 -1.9074 -0.638
Ti 0.3742 -0.5186 -0.5445 0.964
C 1.5738 -0.3067 2.5925 -0.198
H -0.6364 1.1875 1.9309 0.108
C 1.9753 0.2046 -2.0350 -0.210
C -1.1720 3.7148 -0.3114 -0.181
H 2.2513 0.4562 0.7947 0.036
O 1.4293 0.4478 1.3625 -0.188
S 0.6093 -3.1364 -1.0243 0.366
C 2.5472 0.8720 -4.3395 -0.695
C -3.0471 -2.5199 2.7688 -0.077
C -2.3432 -1.4193 3.2311 -0.032
C -0.8394 1.3694 -0.8326 -0.135
O 1.3547 -3.6611 -2.1259 -0.284
H -2.1497 -2.2877 -0.4573 0.101
O 1.4435 -2.2502 -0.1000 -0.466
Cl 3.9227 -0.6651 -0.3826 0.721
F -4.3587 2.1658 -1.0337 0.115
C -2.1614 -2.0987 0.6143 -0.106
F 0.9672 2.7747 -0.3404 0.066
O -0.2515 -1.9235 -1.5389 -0.448
C -3.0598 -2.8333 1.4262 -0.027
C -1.5981 -0.6843 2.3329 -0.254
N -1.4089 -1.0784 1.0525 0.095
O -0.2603 -4.0945 -0.3802 -0.304
H 2.6190 -0.1011 2.9452 0.138

=====

Record 3
36
Properties=species:S:1:pos:R:3:lowdin_charge:R:1 method="wB97M-V/def2-TZVPD" smiles="O=C1c2ccccc2C(=O)c2cc(Cl)ccc21.O=C1C=CC(=O)C=C1" e_homo_ha=-0.3550 gap_ev=8.386 total_energy_ha=-1529.8697
C -0.7146 0.3804 -3.3335 0.034
O -0.5086 -0.2295 -5.5975 0.107
H -1.4177 -2.0955 2.6750 0.132
C -2.5889 -0.7385 -4.6248 0.019
C 3.4623 1.3095 1.3222 0.000
H 5.2498 -0.8442 3.2297 0.112
C -1.3942 -1.1053 2.2309 0.009
H -2.9305 -1.1559 -5.5636 0.121
C 3.3215 -1.2686 2.4563 0.001
C 1.1416 0.9631 0.3806 -0.254
O 0.9792 -2.7236 1.2559 0.132
C 1.0044 -1.5361 1.5039 -0.258
C -2.8615 -0.1264 -2.2658 -0.372
H -4.3659 -1.0957 -3.5307 0.121
C -2.4565 -0.2444 2.3062 -0.086
C -1.2075 -0.1977 -4.6074 -0.385
C -1.2576 1.4612 1.1041 -0.043
Cl -3.7283 2.1078 1.9243 0.683
C 2.2867 -0.7542 1.7144 -0.097
H -1.2197 2.4602 0.6836 0.130
H -1.1472 0.8134 -1.3006 0.080
H 5.3634 1.4418 2.2485 0.113
C 2.3595 0.5107 1.1550 -0.100
C 4.5004 0.8006 2.0884 -0.066
H 3.2461 -2.2624 2.8841 0.128
C -0.1662 0.5713 1.0327 -0.098
H 3.4746 2.3049 0.8905 0.128
C 4.4333 -0.4580 2.6241 -0.068
C -2.3752 1.0140 1.7578 -0.642
O -3.5636 -0.0942 -1.2763 0.103
C -3.3557 -0.7063 -3.5388 0.020
H 0.2961 0.7693 -3.3393 0.121
H -3.3450 -0.5680 2.8388 0.118
O 1.2094 1.5622 -0.6767 0.120
C -0.2438 -0.6801 1.5936 -0.094
C -1.4799 0.4142 -2.2454 0.033

=====

Record 4
54
Properties=species:S:1:pos:R:3:lowdin_charge:R:1 method="wB97M-V/def2-TZVPD" e_homo_ha=-0.1218 relative_energy_kj_mol=144.1 total_charge=-2 gap_ev=7.048 total_energy_ha=-3337.6911
C 4.9738 5.3665 -0.7782 -0.333
C 4.4543 4.0975 -2.7617 -0.063
H 6.2423 5.2587 -2.5058 0.102
C 2.4757 0.6399 -1.4264 -0.701
N -1.1805 -0.8164 -1.0280 0.021
C 4.0517 -0.9986 -0.5104 -0.417
F -1.3339 -0.1550 5.0237 0.126
H 4.7128 3.7418 -3.7506 0.110
H -4.2835 -0.7319 -2.2789 0.126
H 6.7805 6.2072 -0.3483 0.075
C -3.3345 -1.1484 -1.9729 0.066
C -1.0882 -0.7714 3.8422 -0.538
C 3.7783 4.9351 -0.2069 -0.032
O -3.5813 1.7114 -1.3369 0.065
O 0.1140 -0.6301 1.7913 -0.144
O 1.0695 3.3468 -3.5495 -0.300
C 1.4554 -0.8027 3.7666 -0.532
C 0.1668 -0.2350 3.0492 -0.390
Pd 0.1004 0.7171 -0.2431 1.035
F 2.5501 -0.0588 3.4996 0.135
H 2.0051 3.7566 -0.4575 0.115
C -2.3732 -0.3424 -1.3932 -0.173
S 2.1832 2.5777 -3.0758 0.539
C 2.9285 4.0987 -0.9072 -0.049
O 3.0297 1.9163 -4.0473 -0.357
F -0.9419 -2.0849 4.1185 0.140
N 5.8105 6.2533 -0.0844 0.076
H 5.6870 6.2461 0.9147 0.077
C 0.1952 1.3248 3.2125 -0.545
F -0.9904 1.8524 2.8856 0.159
S 4.1012 0.1476 -1.8127 1.037
F -2.1877 -0.6441 3.1031 0.165
C -4.0933 -3.4542 -2.7952 -0.699
C -0.9013 -2.1103 -1.1836 -0.097
F 1.7281 -2.0412 3.3387 0.141
H 3.5205 5.2476 0.7993 0.109
N 1.6656 1.5762 -1.9579 -0.170
F 1.1063 1.8834 2.3921 0.120
F 0.4956 1.7472 4.4614 0.134
H 4.9000 -1.6228 -0.2846 0.050
C 5.3045 4.9399 -2.0621 -0.044
F 1.3611 -0.8639 5.1164 0.127
O -5.0417 -2.8948 -3.3815 -0.058
H 2.5297 -1.5804 0.9369 0.102
H 0.0726 -2.4314 -0.8380 0.106
C 2.8531 -0.9712 0.1056 -0.227
C 3.2622 3.6785 -2.1895 -0.292
C -2.5567 1.1173 -1.0767 -0.552
H -1.6139 -4.0324 -1.8494 0.108
O -3.8452 -4.6712 -2.6474 -0.071
N 1.9767 -0.0568 -0.4115 -0.113
C -3.0622 -2.4993 -2.1582 -0.096
C -1.8232 -2.9773 -1.7388 0.002
O -1.5248 1.6871 -0.4830 -0.173